Version 1
Formula: C3H11N2S
Source: OMol25
Level of theory: the ωB97M-V functional and the def2-TZVPD basis

XYZ file:
```
17
Properties=species:S:1:pos:R:3
N -2.4426 2.0793 -3.8071
C 0.5085 -1.2568 1.7508
C 0.5504 -2.1970 2.7364
S -0.6965 1.2327 -0.0651
C 1.6358 -1.0284 0.7087
N 2.1247 0.3856 0.6781
H -2.9705 2.9130 -3.7384
H -2.3373 1.8469 -4.7584
H -3.1214 1.4250 -3.3839
H -0.4499 -0.7214 1.5681
H 1.3565 -3.0159 2.6660
H -0.2306 -2.3827 3.4929
H -1.3400 2.1079 -0.7472
H 1.1215 -1.3689 -0.2231
H 2.4853 -1.6666 0.9383
H 2.5528 0.6217 1.5761
H 1.2532 1.0255 0.6077
```

As for the net charge: +1. The LUMO energy comes out at -10.0 eV. For the orbital gap, the calculation gives 3.4 eV. As for the spin multiplicity: 1. The value obtained for the highest occupied orbital energy is -13.4 eV.

Version 2
Formula: C3H11N2S
Source: OMol25
Level of theory: the ωB97M-V functional and the def2-TZVPD basis

XYZ file:
```
17
Properties=species:S:1:pos:R:3
C 1.1935 -0.4094 -1.1107
C -0.0572 0.1225 -0.4616
N -0.3167 1.7064 -0.6805
S -1.6878 -0.5973 -1.1801
C -0.1213 0.0242 1.0326
N 0.1741 -1.5191 1.4751
H 1.5122 -1.4054 -0.6684
H 2.0063 0.2161 -0.7271
H 1.0026 -0.6814 -2.1880
H -1.0827 1.6011 -1.4507
H 0.4446 2.3925 -1.1663
H -0.4778 2.1009 0.2490
H -1.9509 -1.2212 0.0537
H 0.7206 0.5841 1.5055
H -1.0205 0.4571 1.4968
H 0.4138 -1.3344 2.4628
H -0.7526 -2.0367 1.3579
```

As for the net charge: +1. The LUMO energy comes out at -3.7 eV. Its SMILES is C[C@@]([NH3+])(S)CN. For the orbital gap, the calculation gives 10.4 eV. As for the spin multiplicity: 1. The value obtained for the highest occupied orbital energy is -14.1 eV.

Ordering by calculated energy gives the sequence version 2, version 1, with the first entry being the most stable.

Version 1
Formula: C21H22ClN4O5Re
Source: OMol25
Level of theory: the ωB97M-V functional and the def2-TZVPD basis

XYZ file:
```
54
Properties=species:S:1:pos:R:3
Re 0.0874 0.5875 0.2854
O -3.1819 1.6960 2.4193
C -2.2069 1.1301 1.9945
N -1.6076 1.3759 0.7679
C -2.1689 2.4391 -0.0392
C -1.6803 2.2229 -1.4392
C -2.2165 2.8658 -2.5419
C -1.7238 2.5707 -3.7977
C -0.7162 1.6209 -3.9230
C -0.2347 1.0175 -2.7869
N -0.6784 1.3321 -1.5575
C -1.4968 0.0142 2.6932
C -1.9806 -0.5247 3.8665
C -1.3456 -1.6419 4.3872
C -0.2786 -2.1849 3.6875
C 0.1450 -1.5862 2.5177
N -0.4257 -0.4753 2.0395
H -1.8025 3.4091 0.3223
H -3.2585 2.4513 0.0224
H -3.0193 3.5749 -2.4039
H -2.1324 3.0543 -4.6737
H -0.3187 1.3428 -4.8870
H 0.5227 0.2526 -2.8356
H -2.8451 -0.0662 4.3249
H -1.6900 -2.0951 5.3062
H 0.2295 -3.0724 4.0355
H 0.9560 -2.0032 1.9445
O 0.3324 3.2575 2.2607
Cl 1.1809 2.5832 1.3157
O 2.5721 2.6336 1.7467
O 1.0602 3.1786 -0.0255
O 2.4411 -0.0642 1.9603
C 2.8808 -0.6777 0.7917
N 2.1930 -0.1113 -0.4092
C 3.0471 0.9548 -0.9984
C 2.0668 -1.2156 -1.4067
C 0.7749 -1.9548 -1.2114
C 0.5987 -3.2398 -1.7097
C -0.6264 -3.8736 -1.5836
C -1.6757 -3.2219 -0.9509
C -1.4968 -1.9480 -0.4307
C -0.2670 -1.2928 -0.5499
H 3.9655 -0.5958 0.6663
H 2.6110 -1.7324 0.8523
H 2.8759 0.7964 2.0924
H 3.9685 0.5077 -1.3787
H 3.2867 1.7012 -0.2454
H 2.5149 1.4445 -1.8107
H 2.9446 -1.8664 -1.3316
H 2.1333 -0.7742 -2.4043
H 1.4184 -3.7487 -2.2023
H -0.7640 -4.8706 -1.9779
H -2.6367 -3.7092 -0.8538
H -2.3322 -1.4686 0.0654
```

As for the net charge: +1. The LUMO energy (spin up / spin down) comes out at -4.8 / -4.5 eV. Its expectation value of S² is 1.129. For the orbital gap (spin up / spin down), the calculation gives 6.7 / 6.8 eV. As for the spin multiplicity: 2. The value obtained for the highest occupied orbital energy (spin up / spin down) is -11.6 / -11.3 eV.

Version 2
Formula: C21H22ClN4O5Re
Source: OMol25
Level of theory: the ωB97M-V functional and the def2-TZVPD basis

XYZ file:
```
54
Properties=species:S:1:pos:R:3
Re -0.1155 -0.1120 -0.4208
O -1.3307 1.1588 3.2117
C -1.2306 0.6205 2.1314
N -0.0687 0.1308 1.5819
C 1.0755 0.2420 2.4700
C 1.6566 1.6494 2.5269
C 2.3645 2.0423 3.6784
C 3.1491 3.2642 3.6726
C 2.9095 4.1896 2.5348
C 1.9047 3.7646 1.5053
N 1.4498 2.4294 1.4938
C -2.4223 0.4461 1.2199
C -3.7055 0.6967 1.6481
C -4.7538 0.4902 0.7616
C -4.4693 0.0524 -0.5212
C -3.1517 -0.1558 -0.8921
N -2.1445 0.0355 -0.0341
H 1.8684 -0.4263 2.1210
H 0.8093 -0.0623 3.4857
H 2.3284 1.4188 4.5618
H 3.5264 3.6636 4.6040
H 3.0679 5.2554 2.6436
H 1.5021 1.9101 -2.5667
H -3.8521 1.0468 2.6601
H -5.7753 0.6726 1.0656
H -5.2541 -0.1159 -1.2446
H -2.8714 -0.4567 -1.8928
O 1.5131 4.5306 0.6549
Cl 1.5720 2.0180 -1.2323
O 4.0615 3.3729 2.5657
O 2.2043 0.7409 -0.8303
O -0.0345 1.7382 -1.0319
C 1.4156 -2.6290 -0.6749
N -0.0210 -2.2871 -0.5390
C -0.5620 -2.9476 0.6731
C -0.7508 -2.7857 -1.7365
C -0.4680 -1.8689 -2.8928
C -0.4825 -2.3097 -4.2064
C -0.3175 -1.3980 -5.2425
C -0.1748 -0.0534 -4.9423
C -0.1641 0.3694 -3.6147
C -0.2748 -0.5218 -2.5405
H 1.5456 -3.7140 -0.6788
H 1.9709 -2.2094 0.1647
H 1.7949 -2.2161 -1.6076
H -0.5103 -4.0331 0.5566
H -1.5994 -2.6508 0.8170
H 0.0190 -2.6505 1.5428
H -1.8153 -2.7635 -1.4866
H -0.4764 -3.8284 -1.9235
H -0.6294 -3.3606 -4.4299
H -0.3205 -1.7332 -6.2706
H -0.0848 0.6723 -5.7408
H -0.1586 1.4468 -3.4382
```

As for the net charge: +1. The LUMO energy (spin up / spin down) comes out at -3.9 / -4.8 eV. Its expectation value of S² is 0.773. For the orbital gap (spin up / spin down), the calculation gives 6.6 / 5.7 eV. As for the spin multiplicity: 2. The value obtained for the highest occupied orbital energy (spin up / spin down) is -10.5 / -10.5 eV.

Ordering by calculated energy gives the sequence version 1, version 2, with the first entry being the most stable.

Version 1
Formula: C2H9N2O
Source: OMol25
Level of theory: the ωB97M-V functional and the def2-TZVPD basis

XYZ file:
```
14
Properties=species:S:1:pos:R:3
C 0.0166 -1.0887 -1.9441
N -1.2228 -0.6014 -1.2000
H -0.2676 -1.7425 -2.7570
H 0.7234 -1.4745 -1.2286
H 0.5340 -0.2228 -2.3475
H -1.7621 -1.4431 -1.0244
H -0.9361 -0.0091 -0.3322
H -1.6906 -0.0905 -1.9421
C 0.2178 1.0561 1.8225
N 1.3859 1.1519 2.4405
O -0.0280 0.6766 0.6782
H -0.6255 1.4115 2.4262
H 1.3787 1.3024 3.4355
H 2.2764 1.0739 1.9729
```

As for the net charge: +1. The LUMO energy comes out at -3.0 eV. For the orbital gap, the calculation gives 11.9 eV. As for the spin multiplicity: 1. The value obtained for the highest occupied orbital energy is -14.9 eV.

Version 2
Formula: C2H9N2O
Source: OMol25
Level of theory: the ωB97M-V functional and the def2-TZVPD basis

XYZ file:
```
14
Properties=species:S:1:pos:R:3
C -0.0365 -1.7460 -1.6102
N -0.0255 -0.5939 -0.7138
C 0.2748 -0.8565 0.5287
N 0.2123 0.0863 1.4786
H -0.3937 -1.4049 -2.5862
H -0.7182 -2.5480 -1.2744
H 1.0087 -2.2546 -1.6981
H 2.5773 1.7796 -0.9696
H 0.5951 -1.8832 0.8456
H 2.7612 2.4922 -0.6853
H 0.5361 -0.2451 2.4657
H -0.7112 1.5720 0.9313
H -1.6077 2.8022 0.7636
O -0.8482 2.3573 0.4178
```

As for the net charge: +1. The LUMO energy comes out at -10.0 eV. For the orbital gap, the calculation gives 4.6 eV. As for the spin multiplicity: 1. The value obtained for the highest occupied orbital energy is -14.6 eV.

Version 3
Formula: C2H9N2O
Source: OMol25
Level of theory: the ωB97M-V functional and the def2-TZVPD basis

XYZ file:
```
14
Properties=species:S:1:pos:R:3
C 1.8475 -0.6241 0.4720
N 1.3828 0.7387 0.8528
H 2.7896 -0.8612 0.9383
H 1.0872 -1.3517 0.7487
H 1.9866 -0.6422 -0.6085
H 0.3706 0.8405 0.5882
H 1.9702 1.4691 0.4596
H 1.3875 0.8017 1.8741
C -2.0115 0.0888 -0.2818
N -2.2425 -0.3588 -1.5174
O -1.1529 0.9282 -0.0131
H -2.6445 -0.3454 0.5085
H -3.1334 -0.7291 -1.8033
H -1.6369 0.0455 -2.2180
```

As for the net charge: +1. The LUMO energy comes out at -3.2 eV. For the orbital gap, the calculation gives 11.5 eV. As for the spin multiplicity: 1. The value obtained for the highest occupied orbital energy is -14.7 eV.

Ordering by calculated energy gives the sequence version 3, version 1, version 2, with the first entry being the most stable.

Version 1
Formula: C2H9N2O
Source: OMol25
Level of theory: the ωB97M-V functional and the def2-TZVPD basis

XYZ file:
```
14
Properties=species:S:1:pos:R:3
N -1.7278 -0.5250 -0.6691
C -0.6924 -0.7470 0.4620
N -0.1165 0.4878 0.8353
C 1.0304 0.9835 0.1203
O 1.6563 -0.1320 -0.5410
H -1.4733 0.3839 -1.0791
H -2.6839 -0.4474 -0.3118
H -1.6442 -1.2215 -1.4109
H 0.0776 -1.3873 0.0453
H -1.2442 -1.1166 1.3196
H -0.2639 0.8737 1.7375
H 0.7564 1.6742 -0.6826
H 1.7751 1.4660 0.7448
H 2.6004 -0.0078 -0.5010
```

As for the net charge: +1. The LUMO energy comes out at -3.6 eV. Its SMILES is [NH3+]CNCO. For the orbital gap, the calculation gives 10.5 eV. As for the spin multiplicity: 1. The value obtained for the highest occupied orbital energy is -14.0 eV.

Version 2
Formula: C2H9N2O
Source: OMol25
Level of theory: the ωB97M-V functional and the def2-TZVPD basis

XYZ file:
```
14
Properties=species:S:1:pos:R:3
C -0.9246 1.7980 1.8441
N 0.4733 1.3299 1.6320
H -1.5412 0.9528 2.1568
H -0.9547 2.5667 2.6052
H -1.3271 2.1813 0.9117
H 1.1672 2.0806 1.6971
H 0.6256 0.8694 0.7201
H 0.8137 0.6869 2.3497
C -0.1900 -0.9853 -1.3856
N 0.3772 -1.9305 -2.1792
O 0.2236 -0.5755 -0.3209
H -1.1228 -0.6191 -1.8334
H 0.0795 -1.7855 -3.1315
H 0.7767 -2.7955 -1.8557
```

As for the net charge: +1. The LUMO energy comes out at -3.2 eV. For the orbital gap, the calculation gives 11.0 eV. As for the spin multiplicity: 1. The value obtained for the highest occupied orbital energy is -14.2 eV.

Ordering by calculated energy gives the sequence version 2, version 1, with the first entry being the most stable.